1.
Formula: C5H8N2
Source: the OMol25 dataset
Level of theory: wB97M-V/def2-TZVPD

Results
* SMILES: CNn1cccc1
* charge: 0
* M: 96.1 g/mol
* frontier orbital gap: 9.4 eV
* highest occupied orbital energy: -8.57 eV

XYZ file:
```
15
Properties=species:S:1:pos:R:3:nbo_charge:R:1
N 0.0601 -0.3030 -0.4328 -0.250
C -2.0420 0.1412 0.5676 -0.451
C 2.0999 -0.6248 0.3513 -0.354
N -1.3517 -0.6464 -0.6423 -0.390
C 0.9500 -1.2980 -0.0226 -0.036
C 0.6526 0.9547 -0.3803 -0.084
H 0.4405 -2.4497 -0.2186 0.250
H -3.0905 0.1560 0.5107 0.197
H -1.9003 1.2075 0.7853 0.193
H -1.7718 0.1512 -1.5159 0.332
C 1.8003 0.7922 -0.0017 -0.273
H 2.4246 1.5617 -0.0526 0.208
H 3.2031 -0.9835 0.1301 0.232
H -1.5908 -0.5683 1.3822 0.210
H 0.1160 1.9092 -0.4604 0.215
```



2.
Formula: C2H2O3S
Source: the OMol25 dataset
Level of theory: wB97M-V/def2-TZVPD

Results
* SMILES: O=CC=S(=O)=O
* charge: 0
* M: 106.1 g/mol
* frontier orbital gap: 9.4 eV
* highest occupied orbital energy: -10.03 eV

XYZ file:
```
8
Properties=species:S:1:pos:R:3:nbo_charge:R:1
C 0.4476 -0.5537 0.0144 -0.785
C 1.0290 0.7480 -0.0070 0.348
H 2.1370 0.7404 -0.0288 0.131
O -1.6994 0.8702 0.0031 -0.777
H 0.9220 -1.5094 0.0315 0.272
O 0.3891 1.7713 -0.0060 -0.506
S -1.1992 -0.4503 0.0136 2.144
O -2.0261 -1.6165 -0.0209 -0.827
```



3.
Formula: H6Si5
Source: the OMol25 dataset
Level of theory: wB97M-V/def2-TZVPD

Results
* charge: 0
* M: 146.5 g/mol
* frontier orbital gap: 5.8 eV
* highest occupied orbital energy: -7.64 eV

XYZ file:
```
11
Properties=species:S:1:pos:R:3:nbo_charge:R:1
H 0.2760 1.4831 -1.7164 -0.120
H 2.0698 -2.5380 0.0881 -0.136
H -2.2938 0.7868 1.6786 -0.135
Si -1.0367 -1.3024 0.2574 0.401
Si -2.0070 0.7962 0.1679 -0.088
H 0.4541 -0.8572 -1.2419 -0.057
Si 2.1658 0.6867 0.1694 0.273
Si 1.2682 -1.4146 0.6033 0.128
H 0.2849 3.2195 0.1070 -0.120
H -1.2929 -2.6246 -0.3392 -0.160
Si 0.1116 1.7645 0.2259 0.015
```



4.
Formula: CH3BrI2OSi
Source: the OMol25 dataset
Level of theory: wB97M-V/def2-TZVPD

Results
* SMILES: CO[Si](Br)(I)I
* charge: 0
* M: 392.8 g/mol
* frontier orbital gap: 9.4 eV
* highest occupied orbital energy: -9.99 eV

XYZ file:
```
9
Properties=species:S:1:pos:R:3:nbo_charge:R:1
O 1.2801 0.0487 -1.0106 -0.868
C 0.1367 0.4199 -0.3067 -0.248
H 0.2036 0.0163 0.7235 0.163
Br 4.1622 -0.0598 -2.1935 -0.228
I 3.5970 -1.9170 1.0641 -0.117
H -0.0601 1.4966 -0.0444 0.171
I 3.2626 2.1262 0.9370 -0.155
H -0.6080 -0.0172 -0.9812 0.202
Si 3.0546 0.0035 -0.3325 1.080
```



Ordered E_LUMO results: 0.86 -0.61 -1.82 -0.63; unit eV.